Entry 1:
Molecular formula: C3H8NO
Method: DFT, the ωB97M-V functional and the def2-TZVPD basis

Bonds (Å) are listed after each position.
Positions of all 13 atoms, in Å:
1 O -0.2650 -0.8832 1.3021  C5 1.356
2 N 0.0535 0.3451 -1.7619  C3 1.254, C4 1.429
3 C 0.9848 0.2962 -0.9233  N2 1.254, H6 1.092, H9 1.102
4 C -1.3316 0.5004 -1.4475  N2 1.429, H7 1.095, H8 1.097, H11 1.093
5 C 0.5449 -0.3061 2.2244  O1 1.356, H10 1.119, H12 1.115, H13 1.131
6 H 1.7505 -0.4819 -0.8983  C3 1.092
7 H -1.4652 0.6592 -0.3721  C4 1.095
8 H -1.7949 1.2588 -2.0908  C4 1.097
9 H 0.9545 0.9742 -0.0548  C3 1.102
10 H 0.6017 0.8026 2.0831  C5 1.119
11 H -1.8606 -0.4188 -1.7122  C4 1.093
12 H 1.5173 -0.8294 2.3821  C5 1.115
13 H 0.1197 -0.3579 3.2707  C5 1.131

- Charge: -1
- F_max: 3.18 eV/A
- E_LUMO: 4.48 eV
- E_tot: -6775.680 eV
- Spin multiplicity: 1
- Gap between HOMO and LUMO: 0.2451 Ha
- Relative energy (zero: lowest compared OMol25 entry of this formula, charge and spin): 53.3 kcal per mole


Entry 2:
Molecular formula: C3H8NO
Method: DFT, the ωB97M-V functional and the def2-TZVPD basis

Bonds (Å) are listed after each position.
Positions of all 13 atoms, in Å:
1 O 2.7096 -1.4999 -0.5095  C4 1.205
2 N -1.9620 -0.0004 0.6013  C5 1.574, H8 1.028
3 C 0.3323 -1.1584 -0.2986  C4 1.519, C5 1.512, H6 1.149, H13 1.085
4 C 1.7778 -0.7353 -0.4964  O1 1.205, C3 1.519, H12 1.104
5 C -0.5842 0.0355 -0.1594  N2 1.574, C3 1.512, H7 1.091, H10 1.090
6 H 0.8739 -1.1689 0.7144  C3 1.149
7 H -0.8787 0.3397 -1.1649  C5 1.091
8 H -2.0235 -0.8725 1.1424  N2 1.028
9 H -0.9544 3.0274 0.0849  H11 0.739
10 H -0.3821 0.6561 0.7135  C5 1.090
11 H -0.8936 3.0569 0.8211  H9 0.739
12 H 1.8923 0.3602 -0.5649  C4 1.104
13 H 0.0925 -2.0404 -0.8839  C3 1.085

- Charge: -1
- F_max: 3.49 eV/A
- E_LUMO: 3.98 eV
- E_tot: -6773.412 eV
- Spin multiplicity: 1
- Gap between HOMO and LUMO: 0.1840 Ha
- Relative energy (zero: lowest compared OMol25 entry of this formula, charge and spin): 105.6 kcal per mole


Entry 3:
Molecular formula: C3H8NO
Method: DFT, the ωB97M-V functional and the def2-TZVPD basis

Bonds (Å) are listed after each position.
Positions of all 13 atoms, in Å:
1 O -0.5777 -2.1955 -1.0040  C4 1.289
2 N 0.6599 -0.0969 -0.4674  C3 1.452, C4 1.661, H6 1.013
3 C -0.2092 -0.0670 0.6955  N2 1.452, C5 1.538, H11 1.093, H12 1.095
4 C 0.1633 -1.2780 -1.5242  O1 1.289, N2 1.661, H8 1.114, H10 1.099
5 C -0.3292 1.3744 1.2198  C3 1.538, H7 1.090, H9 1.095, H13 1.105
6 H 1.5856 0.2640 -0.2702  N2 1.013
7 H -0.9068 1.6656 2.0971  C5 1.090
8 H 1.1369 -1.6762 -1.8898  C4 1.114
9 H -0.7128 1.9870 0.3967  C5 1.095
10 H -0.3301 -0.5886 -2.2235  C4 1.099
11 H -1.1911 -0.3042 0.2789  C3 1.093
12 H 0.0043 -0.8408 1.4396  C3 1.095
13 H 0.7069 1.7561 1.2514  C5 1.105

- Charge: -1
- F_max: 1.77 eV/A
- E_LUMO: 4.36 eV
- E_tot: -6776.932 eV
- SMILES: CCNC[O-]
- Spin multiplicity: 1
- Gap between HOMO and LUMO: 0.2432 Ha
- Relative energy (zero: lowest compared OMol25 entry of this formula, charge and spin): 24.4 kcal per mole


Entry 4:
Molecular formula: C3H8NO
Method: DFT, the ωB97M-V functional and the def2-TZVPD basis

Bonds (Å) are listed after each position.
Positions of all 13 atoms, in Å:
1 O -1.9306 -1.5685 0.3290  C4 1.318
2 N 1.4864 0.7730 -1.4067  C5 1.476, H9 1.011, H11 1.015
3 C -0.4605 0.4067 0.2981  C4 1.611, C5 1.512, H6 1.113, H8 1.111
4 C -1.1443 -0.8241 1.0801  O1 1.318, C3 1.611, H7 1.128, H12 1.141
5 C 0.8584 -0.0021 -0.3190  N2 1.476, C3 1.512, H10 1.096, H13 1.094
6 H -1.1859 0.3673 -0.5447  C3 1.113
7 H -0.2962 -1.3479 1.6070  C4 1.128
8 H -0.5072 1.2308 1.0410  C3 1.111
9 H 1.3521 1.7690 -1.5151  N2 1.011
10 H 1.6285 0.1071 0.4525  C5 1.096
11 H 1.2399 0.4091 -2.3219  N2 1.015
12 H -1.6747 -0.2981 1.9428  C4 1.141
13 H 0.6341 -1.0223 -0.6432  C5 1.094

- Charge: -1
- F_max: 1.81 eV/A
- E_LUMO: 4.46 eV
- E_tot: -6777.023 eV
- SMILES: NCCC[O-]
- Spin multiplicity: 1
- Gap between HOMO and LUMO: 0.2475 Ha
- Relative energy (zero: lowest compared OMol25 entry of this formula, charge and spin): 22.3 kcal per mole